*one*
{
  "formula": "H2KO",
  "method": "wB97M-V/def2-TZVPD",
  "species": ["O", "H", "H", "K"],
  "xyz": [[4.502, 1.944, 1.499], [4.267, 2.883, 1.320], [5.410, 1.842, 1.134], [0.000, 0.000, 0.000]],
  "orbital_gap_ev": 9.72,
  "homo_energy_ev": -14.3468,
  "total_charge": 1
}



*two*
{
  "formula": "H2KO",
  "method": "wB97M-V/def2-TZVPD",
  "species": ["O", "H", "H", "K"],
  "xyz": [[0.149, 0.323, -1.039], [0.692, -0.130, -1.724], [-0.523, -0.345, -0.774], [-0.318, 0.153, 3.537]],
  "orbital_gap_ev": 10.01,
  "homo_energy_ev": -14.6984,
  "total_charge": 1
}



*three*
{
  "formula": "H2KO",
  "method": "wB97M-V/def2-TZVPD",
  "species": ["O", "H", "H", "K"],
  "xyz": [[0.052, 0.014, 0.463], [0.599, 0.703, 0.904], [0.705, -0.586, 0.037], [-1.357, -0.132, -1.404]],
  "orbital_gap_ev": 12.93,
  "homo_energy_ev": -17.2766,
  "total_charge": 1
}



Most stable structure - *three*; separation to the second - 0.0081 hartree.



*one*
{
  "formula": "C20H17Cl5GeN6OS2Sc",
  "method": "wB97M-V/def2-TZVPD",
  "species": ["Sc", "C", "S", "C", "S", "N", "N", "C", "C", "C", "C", "C", "C", "N", "H", "H", "H", "H", "H", "H", "H", "H", "N", "C", "O", "C", "C", "C", "C", "N", "C", "H", "H", "H", "H", "H", "H", "Cl", "Ge", "Cl", "Cl", "Cl", "C", "C", "C", "C", "C", "Cl", "C", "N", "H", "H", "H"],
  "xyz": [[-0.743, -0.883, -0.513], [-2.194, -5.514, 2.799], [-0.634, -5.211, 1.950], [-0.792, -3.538, 1.484], [0.580, -2.894, 0.672], [-1.914, -2.938, 1.770], [-1.974, -1.659, 1.282], [-2.777, -0.865, 1.879], [-2.867, 0.516, 1.417], [-3.632, 1.459, 2.093], [-3.619, 2.769, 1.649], [-2.850, 3.095, 0.543], [-2.135, 2.090, -0.087], [-2.138, 0.830, 0.336], [-2.169, -6.561, 3.098], [-3.034, -5.340, 2.132], [-2.286, -4.880, 3.676], [-3.344, -1.195, 2.746], [-4.212, 1.161, 2.955], [-4.200, 3.525, 2.158], [-2.809, 4.104, 0.161], [-1.547, 2.297, -0.974], [3.526, 2.788, -1.724], [3.112, 2.592, -3.005], [3.454, 3.303, -3.928], [2.166, 1.446, -3.213], [2.094, 0.845, -4.464], [1.231, -0.219, -4.642], [0.450, -0.634, -3.575], [0.504, -0.053, -2.370], [1.352, 0.965, -2.202], [4.223, 3.500, -1.583], [3.468, 2.049, -1.043], [2.714, 1.223, -5.266], [1.147, -0.726, -5.592], [-0.251, -1.450, -3.681], [1.358, 1.414, -1.218], [-1.555, -2.989, -1.807], [-3.734, -2.064, -2.143], [-2.593, -0.031, -2.536], [-3.949, -2.652, -4.266], [-0.118, 1.595, 3.022], [1.486, 1.202, 2.520], [2.546, 1.655, 3.268], [3.846, 1.342, 2.881], [4.077, 0.571, 1.746], [3.012, 0.132, 0.991], [3.321, -0.859, -0.391], [1.642, 0.428, 1.319], [0.636, 0.026, 0.594], [2.362, 2.244, 4.155], [4.682, 1.688, 3.472], [5.083, 0.299, 1.457]],
  "orbital_gap_ev": [6.93, 6.29],
  "homo_energy_ev": [-7.8163, -8.0387],
  "multiplicity": 2,
  "s2": 0.798,
  "total_charge": 0
}



*two*
{
  "formula": "C20H17Cl5GeN6OS2Sc",
  "method": "wB97M-V/def2-TZVPD",
  "species": ["Sc", "C", "S", "C", "S", "N", "N", "C", "C", "C", "C", "C", "C", "N", "H", "H", "H", "H", "H", "H", "H", "H", "N", "C", "O", "C", "C", "C", "C", "N", "C", "H", "H", "H", "H", "H", "H", "Cl", "Ge", "Cl", "Cl", "Cl", "C", "C", "C", "C", "C", "Cl", "C", "N", "H", "H", "H"],
  "xyz": [[-1.005, 0.160, -0.704], [0.827, 4.811, -0.267], [1.805, 3.512, 0.513], [0.564, 2.381, 1.102], [-1.052, 2.436, 0.414], [1.047, 1.547, 1.932], [0.264, -1.283, -0.077], [-1.671, 0.493, 2.969], [-2.786, 0.157, 2.150], [-4.044, 0.191, 2.802], [-5.173, -0.234, 2.163], [-5.067, -0.717, 0.853], [-3.834, -0.690, 0.264], [-2.704, -0.223, 0.853], [1.559, 5.542, -0.609], [0.253, 4.442, -1.113], [0.161, 5.282, 0.452], [-1.814, 0.919, 3.947], [-4.080, 0.539, 3.825], [-6.129, -0.210, 2.669], [-5.919, -1.086, 0.303], [-3.725, -1.047, -0.751], [3.955, -1.632, -2.806], [3.778, -0.570, -3.638], [4.416, -0.412, -4.658], [2.715, 0.413, -3.237], [2.783, 1.712, -3.727], [1.808, 2.616, -3.357], [0.794, 2.199, -2.511], [0.706, 0.946, -2.055], [1.652, 0.070, -2.425], [4.713, -2.256, -3.028], [3.623, -1.620, -1.858], [3.596, 1.980, -4.389], [1.821, 3.638, -3.709], [0.017, 2.877, -2.188], [1.527, -0.938, -2.058], [-2.501, 2.943, -3.681], [-3.416, 1.709, -2.086], [-5.299, 1.172, -3.063], [-2.135, -0.575, -2.741], [4.118, -3.698, 0.889], [2.536, -3.644, 1.668], [2.352, -4.595, 2.722], [1.501, -4.538, 3.757], [0.573, -3.475, 4.042], [-0.156, -2.439, 3.934], [-0.111, 0.209, 2.563], [1.673, -2.710, 1.225], [0.962, -2.031, 0.556], [2.993, -5.467, 2.658], [1.495, -5.371, 4.447], [0.032, -3.433, 5.062]],
  "orbital_gap_ev": [7.02, 5.99],
  "homo_energy_ev": [-7.5546, -7.6717],
  "multiplicity": 2,
  "s2": 0.803,
  "total_charge": 0
}



Most stable structure - *one*; separation to the second - 0.3596 hartree.



*one*
{
  "formula": "C6H11N4",
  "method": "wB97M-V/def2-TZVPD",
  "species": ["C", "C", "C", "C", "C", "C", "N", "N", "N", "N", "H", "H", "H", "H", "H", "H", "H", "H", "H", "H", "H"],
  "xyz": [[-3.084, 0.304, -0.213], [1.231, 0.355, -0.533], [0.493, -0.488, 0.575], [-1.698, 0.328, 0.206], [-1.240, 1.630, 0.830], [-1.255, -1.913, -0.436], [-4.100, 0.216, -0.717], [-0.875, -0.659, 0.203], [0.403, 0.701, -1.479], [2.575, 0.436, -0.419], [0.921, -1.561, 0.568], [0.636, 0.134, 1.469], [-2.034, 2.339, 1.284], [-0.714, 2.217, -0.009], [-0.254, 1.495, 1.327], [-1.629, -2.586, 0.479], [-2.116, -1.770, -1.004], [-0.410, -2.262, -0.931], [0.765, 1.157, -2.325], [3.016, 0.181, 0.444], [3.142, 0.798, -1.172]],
  "orbital_gap_ev": 8.61,
  "homo_energy_ev": -13.7105,
  "total_charge": 1
}



*two*
{
  "formula": "C6H11N4",
  "method": "wB97M-V/def2-TZVPD",
  "species": ["C", "C", "C", "C", "C", "C", "N", "N", "N", "N", "H", "H", "H", "H", "H", "H", "H", "H", "H", "H", "H"],
  "xyz": [[0.426, 0.157, -0.279], [-2.180, -2.035, -0.454], [-0.291, 0.390, 0.856], [2.683, 0.741, -0.613], [-2.907, -2.862, -1.351], [-0.267, 1.553, 1.734], [-2.071, -1.233, 0.413], [-1.417, -0.470, 1.212], [3.699, 1.590, -0.901], [1.459, 1.079, -0.607], [2.919, -0.322, -0.271], [-4.028, -2.704, -1.365], [-2.531, -2.650, -2.258], [-2.665, -3.849, -1.160], [-1.131, 2.075, 1.426], [-0.219, 1.262, 2.711], [0.636, 2.093, 1.532], [-1.448, -0.550, 2.223], [4.621, 1.221, -0.973], [3.727, 2.520, -0.956], [0.986, 1.991, -0.920]],
  "orbital_gap_ev": 7.07,
  "homo_energy_ev": -10.6013,
  "total_charge": 1
}



*three*
{
  "formula": "C6H11N4",
  "method": "wB97M-V/def2-TZVPD",
  "species": ["C", "C", "C", "C", "C", "C", "N", "N", "N", "N", "H", "H", "H", "H", "H", "H", "H", "H", "H", "H", "H"],
  "xyz": [[-2.712, -0.028, 0.056], [-1.866, -1.035, -0.202], [-2.149, 1.288, 0.279], [1.722, -0.884, 0.124], [1.305, 0.592, 0.276], [-0.059, 0.618, -0.496], [-0.930, 1.572, 0.080], [-0.529, -0.793, -0.490], [2.336, 1.464, -0.175], [0.443, -1.624, 0.212], [-3.768, -0.193, 0.176], [-2.166, -2.072, -0.262], [-2.769, 2.064, 0.705], [2.167, -1.033, -0.861], [2.423, -1.200, 0.893], [1.104, 0.823, 1.327], [0.120, 0.898, -1.545], [2.464, 1.444, -1.180], [2.185, 2.419, 0.118], [0.490, -2.547, -0.243], [0.187, -1.772, 1.204]],
  "orbital_gap_ev": 9.05,
  "homo_energy_ev": -12.7617,
  "total_charge": 1
}



Most stable structure - *three*; separation to the second - 0.0157 hartree.



*one*
{
  "formula": "C5H8O3",
  "method": "wB97M-V/def2-TZVPD",
  "species": ["C", "C", "C", "C", "C", "H", "H", "H", "H", "H", "H", "H", "H", "O", "O", "O"],
  "xyz": [[-2.041, 0.018, -0.287], [-1.051, -0.098, 0.900], [0.694, -1.231, -0.192], [1.539, 0.026, -0.072], [0.641, 1.247, -0.100], [-1.555, 0.120, -1.281], [-1.604, -0.095, 1.808], [0.209, -1.280, -1.189], [1.304, -2.132, -0.061], [2.146, -0.024, 0.848], [2.253, 0.055, -0.886], [1.111, 2.233, 0.043], [0.207, 1.329, -1.130], [-3.234, -0.007, -0.169], [-0.309, -1.264, 0.836], [-0.311, 1.103, 0.931]],
  "orbital_gap_ev": 10.15,
  "homo_energy_ev": -9.3351,
  "total_charge": 0
}



*two*
{
  "formula": "C5H8O3",
  "method": "wB97M-V/def2-TZVPD",
  "species": ["C", "C", "C", "C", "C", "O", "O", "O", "H", "H", "H", "H", "H", "H", "H", "H"],
  "xyz": [[1.656, -1.487, -2.227], [1.564, -0.433, -1.411], [0.427, 0.681, 0.698], [-2.039, -0.111, 1.381], [-1.002, 1.022, 0.797], [1.325, 0.520, 1.634], [1.462, 1.528, 0.585], [0.554, -0.565, -0.461], [2.343, -1.572, -3.037], [1.080, -2.288, -2.113], [1.953, 0.585, -1.428], [-3.110, 0.150, 1.185], [-1.884, -0.349, 2.402], [-1.826, -0.986, 0.725], [-1.107, 1.907, 1.390], [-1.396, 1.398, -0.122]],
  "orbital_gap_ev": 9.19,
  "homo_energy_ev": -8.5468,
  "total_charge": 0
}



*three*
{
  "formula": "C5H8O3",
  "method": "wB97M-V/def2-TZVPD",
  "species": ["C", "C", "C", "C", "C", "H", "H", "H", "H", "H", "H", "H", "H", "O", "O", "O"],
  "xyz": [[-1.301, -1.061, 0.209], [0.071, -0.144, -0.071], [1.557, -0.431, -0.357], [0.185, 0.373, -1.591], [-0.225, 0.919, 1.040], [-1.644, -0.875, 1.540], [-1.029, -2.161, -0.150], [-2.252, -0.386, -0.381], [2.349, 0.610, -0.266], [1.983, -1.429, 0.320], [-0.720, 0.233, -2.258], [0.463, 1.554, -1.928], [-0.182, 1.161, 2.854], [1.065, -0.768, -1.917], [0.480, 0.426, 2.101], [-0.801, 1.979, 0.855]],
  "orbital_gap_ev": 10.09,
  "homo_energy_ev": -9.9824,
  "total_charge": 0
}



Most stable structure - *one*; separation to the second - 0.1640 hartree.



*one*
{
  "formula": "C5H8O3",
  "method": "wB97M-V/def2-TZVPD",
  "species": ["C", "C", "C", "C", "C", "O", "O", "O", "H", "H", "H", "H", "H", "H", "H", "H"],
  "xyz": [[-0.563, 0.214, -1.429], [0.778, 1.321, 0.441], [0.636, -1.121, 0.363], [-0.094, 0.142, 0.015], [-1.294, -0.001, 1.103], [0.534, -1.599, 1.479], [1.085, -1.815, -0.686], [-1.333, 0.566, 2.148], [1.460, -2.656, -0.381], [-2.135, -0.573, 0.675], [-1.204, 1.085, -1.554], [-1.125, -0.678, -1.705], [0.294, 0.284, -2.104], [1.070, 1.217, 1.481], [0.213, 2.249, 0.333], [1.678, 1.365, -0.181]],
  "orbital_gap_ev": 10.35,
  "homo_energy_ev": -9.7727,
  "total_charge": 0
}



*two*
{
  "formula": "C5H8O3",
  "method": "wB97M-V/def2-TZVPD",
  "species": ["C", "C", "C", "C", "C", "O", "O", "O", "H", "H", "H", "H", "H", "H", "H", "H"],
  "xyz": [[-0.031, 0.441, 0.904], [0.389, 1.280, -1.462], [-1.446, -0.087, 0.964], [0.579, 0.182, -0.450], [1.266, -0.926, -0.773], [-1.594, -1.058, 1.889], [1.496, -2.005, 0.031], [-2.393, 0.270, 0.284], [-2.540, -1.308, 1.813], [1.031, -1.899, 0.877], [0.567, -0.018, 1.700], [-0.053, 1.511, 1.138], [1.712, -1.091, -1.749], [-0.673, 1.408, -1.693], [0.777, 2.227, -1.073], [0.912, 1.072, -2.401]],
  "orbital_gap_ev": 9.33,
  "homo_energy_ev": -8.7238,
  "total_charge": 0
}



*three*
{
  "formula": "C5H8O3",
  "method": "wB97M-V/def2-TZVPD",
  "species": ["C", "C", "C", "C", "C", "H", "H", "H", "H", "H", "H", "H", "H", "O", "O", "O"],
  "xyz": [[-1.487, -0.255, 1.277], [-0.350, 0.005, 0.240], [-0.891, -0.425, -1.016], [-0.617, 1.291, -0.180], [2.082, -0.545, 0.483], [-1.710, -1.430, 1.591], [-1.081, 0.428, 1.918], [-2.319, 0.206, 0.877], [-0.056, -0.769, -1.838], [-1.744, -1.168, -0.834], [0.429, 1.887, -0.406], [-0.968, 2.031, 0.801], [2.844, -0.201, 1.567], [-1.583, 0.953, -1.115], [0.824, -0.289, 0.889], [2.281, -0.841, -0.837]],
  "orbital_gap_ev": 10.37,
  "homo_energy_ev": -9.9562,
  "total_charge": 0
}



*four*
{
  "formula": "C5H8O3",
  "method": "wB97M-V/def2-TZVPD",
  "species": ["C", "C", "C", "O", "O", "H", "H", "H", "H", "C", "C", "O", "H", "H", "H", "H"],
  "xyz": [[-1.148, -1.740, -0.410], [0.123, -0.934, -0.321], [-0.226, 0.976, -1.350], [1.218, -1.408, -0.384], [0.841, 1.080, -1.898], [-1.294, 0.750, -1.486], [-1.048, -2.652, 0.177], [-2.009, -1.158, -0.091], [-1.276, -2.036, -1.454], [1.334, 0.985, 1.261], [-0.051, 0.656, 0.807], [-1.089, 0.586, 1.397], [-0.360, 1.751, -0.415], [1.672, 0.198, 1.935], [1.311, 1.918, 1.825], [2.004, 1.026, 0.405]],
  "orbital_gap_ev": 8.20,
  "homo_energy_ev": -8.5563,
  "total_charge": 0
}



Most stable structure - *two*; separation to the second - 0.0032 hartree.



*one*
{
  "formula": "C7H14O2",
  "method": "wB97M-V/def2-TZVPD",
  "species": ["C", "C", "C", "C", "C", "C", "C", "O", "O", "H", "H", "H", "H", "H", "H", "H", "H", "H", "H", "H", "H", "H", "H"],
  "xyz": [[-0.586, 0.560, 0.512], [0.363, -1.147, 0.617], [1.221, -0.134, -0.637], [-0.217, 1.974, 0.886], [-1.709, 0.454, -0.492], [0.958, -0.709, -2.020], [-0.719, -0.368, 1.716], [1.343, -1.713, 1.393], [-1.863, -0.903, 1.961], [1.720, -2.485, 0.945], [-0.217, -1.872, 0.045], [-0.095, -0.012, 2.568], [1.312, 0.951, -0.737], [2.246, -0.371, -0.335], [0.725, 2.009, 1.438], [-0.141, 2.625, 0.012], [-1.009, 2.370, 1.531], [-2.625, 0.856, -0.047], [-1.931, -0.579, -0.762], [-1.487, 1.016, -1.402], [0.071, -0.272, -2.486], [1.770, -0.453, -2.707], [0.868, -1.798, -1.999]],
  "orbital_gap_ev": 7.54,
  "homo_energy_ev": -7.3064,
  "total_charge": 0
}



*two*
{
  "formula": "C7H14O2",
  "method": "wB97M-V/def2-TZVPD",
  "species": ["C", "C", "C", "C", "C", "C", "C", "O", "O", "H", "H", "H", "H", "H", "H", "H", "H", "H", "H", "H", "H", "H", "H"],
  "xyz": [[-0.373, 0.107, -0.327], [0.948, 0.903, 0.374], [0.195, -1.189, -0.815], [-1.595, -0.066, 0.569], [0.496, 2.215, 1.010], [1.755, 0.083, 1.375], [-0.851, -1.939, -1.866], [-1.357, -1.136, -2.827], [-1.130, -3.124, -1.866], [-1.864, -1.738, -3.412], [-0.657, 0.752, -1.166], [1.628, 1.159, -0.448], [0.327, -1.909, -0.001], [1.117, -1.072, -1.385], [-1.474, -0.901, 1.264], [-1.824, 0.835, 1.141], [-2.459, -0.306, -0.063], [-0.120, 2.804, 0.324], [-0.067, 2.044, 1.933], [2.551, 0.692, 1.822], [1.363, 2.834, 1.271], [2.263, -0.761, 0.901], [1.129, -0.288, 2.192]],
  "orbital_gap_ev": 10.69,
  "homo_energy_ev": -9.9069,
  "total_charge": 0
}



*three*
{
  "formula": "C7H14O2",
  "method": "wB97M-V/def2-TZVPD",
  "species": ["C", "C", "C", "C", "C", "C", "C", "O", "O", "H", "H", "H", "H", "H", "H", "H", "H", "H", "H", "H", "H", "H", "H"],
  "xyz": [[-1.191, -0.465, -0.688], [1.762, 0.346, 0.274], [-0.283, -0.274, -1.721], [-2.128, 0.606, -0.229], [-1.444, -1.850, -0.179], [2.226, 1.751, -0.002], [0.697, -0.431, 2.121], [0.546, 0.316, 0.997], [1.019, -1.583, 2.187], [2.532, -0.379, 0.532], [0.219, 0.125, 2.942], [-0.699, -2.561, -0.546], [-0.070, -1.114, -2.372], [1.121, -0.051, -0.912], [-0.349, 0.661, -2.266], [-3.164, 0.262, -0.270], [-2.025, 1.523, -0.811], [-1.936, 0.858, 0.818], [-2.431, -2.194, -0.522], [-1.431, -1.883, 0.903], [3.188, 1.731, -0.509], [1.517, 2.263, -0.654], [2.324, 2.344, 0.908]],
  "orbital_gap_ev": 8.92,
  "homo_energy_ev": -7.9881,
  "total_charge": 0
}



*four*
{
  "formula": "C7H14O2",
  "method": "wB97M-V/def2-TZVPD",
  "species": ["C", "C", "C", "C", "C", "C", "C", "O", "O", "H", "H", "H", "H", "H", "H", "H", "H", "H", "H", "H", "H", "H", "H"],
  "xyz": [[0.609, 0.341, -0.204], [-0.409, -0.536, 0.584], [0.901, -0.114, -1.642], [-1.326, -1.418, -0.269], [2.160, 0.507, -2.235], [-1.264, 0.335, 1.495], [-1.219, 0.284, 2.833], [1.842, 0.363, 0.534], [-2.132, 1.185, 0.842], [1.650, 0.800, 1.382], [-2.687, 1.639, 1.499], [0.271, 1.384, -0.256], [0.168, -1.222, 1.221], [1.023, -1.201, -1.690], [0.043, 0.148, -2.274], [-1.881, -0.838, -1.013], [-0.751, -2.190, -0.792], [-2.054, -1.945, 0.359], [-1.851, 0.907, 3.456], [-0.545, -0.396, 3.346], [2.189, 0.342, -3.317], [2.207, 1.584, -2.050], [3.055, 0.041, -1.808]],
  "orbital_gap_ev": 9.77,
  "homo_energy_ev": -9.0620,
  "total_charge": 0
}



Most stable structure - *two*; separation to the second - 0.0332 hartree.